# 1
Density functional theory data (ωB97M-V/def2-TZVPD) for the ion C4H8NO2 with charge -1 in a non-equilibrium geometry.

- Relative energy (zero: lowest compared OMol25 entry of this formula, charge and spin): 3.2486 eV
- Frontier orbital gap: 6.90 eV
- LUMO: 0.146 hartree
- Total charge: -1
- SMILES: C[C@H](C=O)NC[O-]
- HOMO energy: -2.92 eV
- DFT total energy: -9861.5381 eV

Atoms and positions in Å:
C 1.580 0.418 -0.353
C 0.088 -0.031 -0.460
C -0.410 0.368 -1.861
O -0.184 -0.282 -2.848
N -0.693 0.501 0.600
C -0.805 -0.694 1.826
O 0.187 -1.525 1.779
H 1.961 -0.297 0.385
H 2.141 0.403 -1.309
H 1.719 1.474 -0.088
H 0.066 -1.128 -0.470
H -1.132 1.206 -1.845
H -1.676 0.685 0.451
H -1.797 -1.053 1.504
H -1.044 -0.044 2.687



# 2
Density functional theory data (ωB97M-V/def2-TZVPD) for a structure of composition C44H51NP2SiTi in a non-equilibrium geometry.

- Relative energy (zero: lowest compared OMol25 entry of this formula, charge and spin): 0.6789 eV
- Frontier orbital gap (alpha / beta): 4.66 / 4.34 eV
- LUMO (alpha / beta): -0.319 / -0.329 hartree
- Total charge: +2
- HOMO energy (alpha / beta): -13.35 / -13.29 eV
- DFT total energy: -97493.6102 eV

Atoms and positions in Å:
Ti -1.404 0.281 0.870
C 3.333 2.678 2.449
C 3.080 2.714 1.137
C 3.450 1.695 0.099
C 2.655 0.400 -0.094
C 3.120 -0.785 0.734
C 3.865 -0.651 1.857
C 4.689 0.494 2.356
C 3.991 1.603 3.213
C -2.462 -1.289 1.468
H 2.739 3.365 3.104
H 2.417 3.512 0.801
H 4.518 1.429 0.070
H 3.234 2.267 -0.819
H 1.556 0.535 -0.096
H 2.745 0.091 -1.157
H 2.779 -1.847 0.422
H 4.112 -1.588 2.373
H 5.318 0.968 1.590
H 5.434 -0.012 3.005
H 3.244 1.162 3.915
H 4.781 1.928 3.933
H -2.907 -1.339 2.477
H -1.697 -2.100 1.390
H -3.156 -1.394 0.615
P -1.746 0.858 -2.231
P -0.382 -1.674 -2.024
C -0.032 0.884 -2.804
C 0.567 -0.339 -2.806
C -2.492 1.074 -4.047
C -1.745 1.453 -5.175
C -2.375 1.863 -6.363
C -3.769 1.860 -6.447
C -4.524 1.434 -5.347
C -3.891 1.049 -4.155
C -2.045 2.607 -1.837
C -2.594 2.816 -0.570
C -3.033 4.093 -0.232
C -2.870 5.149 -1.122
C -2.298 4.926 -2.388
C -1.831 3.655 -2.747
C -0.701 -2.645 -3.696
C -1.605 -2.101 -4.630
C -1.712 -2.631 -5.930
C -1.038 -3.814 -6.285
C -0.205 -4.424 -5.331
C -0.015 -3.820 -4.073
C 1.030 -2.768 -1.573
C 0.648 -3.872 -0.786
C 1.576 -4.868 -0.503
C 2.912 -4.723 -0.911
C 3.294 -3.572 -1.610
C 2.357 -2.599 -1.983
H 0.441 1.822 -3.110
H 1.478 -0.570 -3.369
H -0.655 1.476 -5.129
H -1.765 2.204 -7.205
H -4.261 2.188 -7.369
H -5.614 1.406 -5.409
H -4.487 0.768 -3.280
H -2.797 1.945 0.109
H -3.513 4.243 0.731
H -3.172 6.155 -0.840
H -2.206 5.733 -3.108
H -1.368 3.477 -3.738
H -2.204 -1.214 -4.374
H -2.330 -2.124 -6.683
H -1.164 -4.269 -7.281
H 0.313 -5.367 -5.567
H 0.720 -4.278 -3.403
H -0.386 -3.945 -0.414
H 1.265 -5.755 0.050
H 3.650 -5.505 -0.672
H 4.330 -3.406 -1.872
H 2.702 -1.740 -2.579
C -0.485 3.213 4.021
Si -0.739 1.417 4.477
C 0.636 1.289 5.849
C -2.258 1.293 5.602
N -0.778 0.155 3.006
C -0.471 -0.988 3.839
C 0.885 -1.176 4.234
C 1.277 -2.064 5.238
C 0.322 -2.841 5.925
C -1.033 -2.703 5.575
C -1.421 -1.822 4.549
H -1.131 3.864 4.627
H -0.670 3.407 2.967
H 0.557 3.479 4.247
H 0.571 2.140 6.555
H 0.512 0.365 6.434
H 1.668 1.285 5.465
H -3.156 1.193 4.982
H -2.223 0.435 6.286
H -2.354 2.196 6.229
H 1.628 -0.533 3.748
H 2.349 -2.197 5.465
H 0.660 -3.517 6.727
H -1.765 -3.345 6.090
H -2.474 -1.780 4.271



# 3
Density functional theory data (ωB97M-V/def2-TZVPD) for a structure of composition C15H31N4O6V in a non-equilibrium geometry.

- Frontier orbital gap (alpha / beta): 3.26 / 4.04 eV
- LUMO (alpha / beta): -0.299 / -0.271 hartree
- ⟨S²⟩: 0.840
- Multiplicity: 2
- Total charge: +1
- HOMO energy (alpha / beta): -11.39 / -11.40 eV
- DFT total energy: -59981.4005 eV

Atoms and positions in Å:
O 13.642 -17.659 -4.440
V 13.717 -17.185 -2.972
C 10.498 -15.207 -1.325
C 11.545 -16.064 -1.896
O 11.443 -16.569 -3.055
O 12.678 -16.261 -1.343
H 10.176 -15.668 -0.386
H 9.611 -15.141 -1.948
H 10.944 -14.229 -1.154
C 14.027 -10.856 -0.300
O 12.896 -10.891 -0.745
N 14.556 -11.856 0.450
C 15.823 -11.758 1.121
C 13.764 -13.030 0.676
H 14.700 -9.999 -0.443
H 16.445 -12.635 0.948
H 15.663 -11.698 2.208
H 16.318 -10.819 0.884
H 13.369 -13.143 1.689
H 12.958 -13.121 -0.047
H 14.390 -13.919 0.501
C 11.843 -16.404 2.247
O 11.746 -15.529 3.068
N 12.209 -17.691 2.479
C 12.212 -18.654 1.397
C 12.553 -18.144 3.802
H 11.645 -16.230 1.174
H 12.994 -19.393 1.559
H 12.319 -18.141 0.440
H 11.262 -19.202 1.334
H 12.689 -17.283 4.451
H 11.764 -18.761 4.238
H 13.500 -18.687 3.785
C 10.500 -12.601 -5.159
O 10.473 -13.821 -5.026
N 11.001 -11.745 -4.253
C 10.957 -10.321 -4.417
C 11.595 -12.264 -3.046
H 10.143 -12.102 -6.073
H 10.442 -10.041 -5.333
H 11.969 -9.902 -4.438
H 10.449 -9.837 -3.578
H 11.505 -13.348 -3.125
H 12.627 -11.948 -2.951
H 10.967 -11.964 -2.204
C 6.047 -16.737 0.764
C 7.267 -15.964 0.301
C 6.979 -14.490 0.032
C 5.913 -14.307 -0.945
N 5.074 -14.162 -1.717
H 6.183 -17.818 0.715
H 5.160 -16.497 0.175
H 5.797 -16.526 1.807
H 7.704 -16.465 -0.568
H 8.032 -16.023 1.083
H 7.872 -14.003 -0.361
H 6.665 -14.012 0.960



# 4
Density functional theory data (ωB97M-V/def2-TZVPD) for a structure of composition C3H5GaO4 in a non-equilibrium geometry.

- Relative energy (zero: lowest compared OMol25 entry of this formula, charge and spin): 1.7344 eV
- Frontier orbital gap (alpha / beta): 6.86 / 6.86 eV
- LUMO (alpha / beta): -0.516 / -0.516 hartree
- Total charge: +2
- HOMO energy (alpha / beta): -20.90 / -20.89 eV
- DFT total energy: -63735.0740 eV

Atoms and positions in Å:
C 1.773 0.788 0.607
O 0.629 -0.043 0.502
C 0.305 -0.589 -0.802
H 2.055 1.216 -0.365
H 1.538 1.608 1.295
H 2.610 0.186 0.981
H 1.145 -1.222 -1.134
H 0.148 0.262 -1.488
Ga -0.753 -0.921 1.321
O -0.854 -1.287 -0.582
C -2.752 -0.149 -0.217
O -3.401 0.303 -1.076
O -2.443 -0.154 0.958



# 5
Density functional theory data (ωB97M-V/def2-TZVPD) for a structure of composition C8H20BaF8NO8PS2 in a non-equilibrium geometry.

- Relative energy (zero: lowest compared OMol25 entry of this formula, charge and spin): 1.1910 eV
- Frontier orbital gap: 10.57 eV
- LUMO: -0.011 hartree
- Total charge: 0
- HOMO energy: -10.87 eV
- DFT total energy: -79889.3699 eV

Atoms and positions in Å:
Ba 0.370 -0.563 -0.610
P -1.847 1.235 -3.020
F -2.483 0.947 -4.459
F -2.194 2.792 -3.144
F -3.214 1.052 -2.166
F -1.033 1.539 -1.615
F -1.545 -0.365 -2.850
F -0.404 1.422 -3.780
N 1.400 -1.098 1.789
S 1.291 -0.462 3.205
O 1.930 0.805 3.343
O 1.107 -1.260 4.384
F -0.278 -0.053 3.011
S 2.628 -2.198 2.169
O 2.321 -3.524 2.585
O 3.845 -1.553 2.562
F 2.846 -2.430 0.564
C 2.962 1.420 -2.528
O 2.742 0.611 -1.382
C 3.203 1.198 -0.192
C 2.274 2.276 0.392
O 0.912 1.885 0.525
C 0.120 2.918 1.087
H 4.043 1.553 -2.684
H 2.605 2.449 -2.438
H 2.567 0.938 -3.417
H 4.234 1.561 -0.230
H 3.258 0.385 0.543
H 2.437 3.137 -0.268
H 2.802 2.523 1.319
H 0.440 3.248 2.074
H -0.916 2.610 0.990
H 0.196 3.814 0.455
C -3.034 0.533 1.369
O -2.021 -0.367 0.912
C -2.096 -1.695 1.387
C -2.510 -2.702 0.284
O -1.661 -2.472 -0.819
C -1.913 -3.321 -1.913
H -3.118 1.371 0.681
H -2.748 0.817 2.383
H -4.012 0.045 1.359
H -2.580 -1.891 2.350
H -1.136 -2.137 1.699
H -3.552 -2.580 -0.015
H -2.270 -3.659 0.761
H -2.979 -3.467 -2.124
H -1.533 -4.331 -1.699
H -1.455 -2.953 -2.829



# 6
Density functional theory data (ωB97M-V/def2-TZVPD) for a structure of composition C53H44ClNO8P2PdS in a non-equilibrium geometry.

- Relative energy (zero: lowest compared OMol25 entry of this formula, charge and spin): 0.2707 eV
- Frontier orbital gap: 1.36 eV
- LUMO: -0.116 hartree
- Total charge: 0
- HOMO energy: -4.51 eV
- DFT total energy: -118957.0405 eV

Atoms and positions in Å:
N -7.316 -0.694 0.633
C -6.169 -0.703 0.400
C -4.761 -0.718 0.105
C -4.064 -1.931 0.074
C -2.698 -1.940 -0.206
C -2.027 -0.751 -0.463
S -0.219 -0.751 -0.642
C 0.281 -0.520 0.966
Cl 1.612 -1.264 1.553
O 0.096 -2.084 -1.092
O 0.081 0.392 -1.467
C -2.714 0.453 -0.429
C -4.081 0.478 -0.152
H -4.584 -2.869 0.282
H -2.160 -2.881 -0.208
H -0.213 0.221 1.576
H -2.184 1.382 -0.611
H -4.613 1.432 -0.125
C 11.807 0.975 7.602
C 11.436 1.603 8.790
C 10.266 1.211 9.436
C 9.503 0.203 8.853
O 8.223 -0.025 9.428
P 7.082 1.116 9.231
O 5.844 0.640 10.144
C 5.726 -0.573 10.813
C 5.456 -0.446 12.168
C 5.685 -1.571 12.959
C 6.086 -2.754 12.333
C 6.246 -2.877 10.950
C 6.024 -1.757 10.146
O 7.622 2.391 10.097
C 6.864 3.176 10.979
C 7.539 3.755 12.051
C 6.777 4.380 13.048
C 5.388 4.419 12.931
C 4.733 3.888 11.824
C 5.486 3.292 10.807
Pd 6.352 1.285 7.065
P 7.426 0.255 5.284
O 8.996 0.580 4.895
C 9.780 -0.090 3.920
C 10.651 0.638 3.116
C 11.396 -0.068 2.153
C 11.252 -1.445 2.017
C 10.386 -2.154 2.837
C 9.695 -1.474 3.848
O 7.280 -1.384 5.373
C 6.420 -2.175 4.583
C 6.930 -3.340 4.012
C 6.172 -3.984 3.029
C 4.932 -3.461 2.672
C 4.421 -2.329 3.303
C 5.143 -1.704 4.316
O 6.678 0.579 3.879
C 7.219 1.269 2.783
C 7.194 0.569 1.587
C 7.899 1.116 0.511
C 8.520 2.352 0.672
C 8.452 3.078 1.859
C 7.763 2.537 2.947
C 5.934 3.271 6.330
C 6.681 4.314 7.058
C 8.003 4.638 6.693
C 8.651 5.721 7.285
C 8.017 6.458 8.290
C 6.741 6.083 8.720
C 6.077 5.029 8.101
C 4.704 2.686 6.773
C 4.277 1.529 6.090
C 9.842 -0.416 7.656
C 11.023 -0.023 7.027
H 12.742 1.243 7.112
H 12.035 2.395 9.250
H 9.890 1.703 10.323
H 5.192 0.551 12.514
H 5.547 -1.461 14.036
H 6.254 -3.627 12.955
H 6.555 -3.802 10.456
H 6.118 -1.763 9.058
H 8.622 3.659 12.066
H 7.303 4.820 13.899
H 4.805 4.888 13.726
H 3.642 3.892 11.718
H 4.998 2.902 9.916
H 10.726 1.710 3.284
H 12.083 0.506 1.527
H 11.841 -1.972 1.262
H 10.199 -3.225 2.763
H 9.099 -2.026 4.552
H 7.914 -3.680 4.320
H 6.588 -4.881 2.559
H 4.342 -3.959 1.903
H 3.465 -1.880 3.029
H 4.746 -0.844 4.854
H 6.665 -0.380 1.595
H 7.943 0.535 -0.408
H 9.068 2.769 -0.169
H 8.948 4.045 1.992
H 7.671 3.050 3.906
H 6.173 3.103 5.277
H 8.486 4.052 5.914
H 9.646 6.006 6.941
H 8.506 7.326 8.732
H 6.243 6.616 9.531
H 5.068 4.757 8.404
H 4.194 3.078 7.647
H 4.517 1.434 5.028
H 3.532 0.862 6.513
H 9.144 -1.147 7.238
H 11.329 -0.533 6.106



> Look up the total charge of the second one.

+2



> The lowest total charge belongs to which entry?

C4H8NO2